43
Properties=species:S:1:pos:R:3:forces:R:3:lowdin_charge:R:1 method="wB97M-V/def2-TZVPD" smiles="COCCNC(=O)CCN1N=C(c2ccccc2)CCC1=O" spin_multiplicity=1 e_tot_ha=-1012.28016 e_above_lowest_ev=2.618
C -2.1157 -3.6049 1.2976 -0.1 -0.1 -0.1 -0.094
O -1.3301 -2.4830 1.6406 0.0 0.2 0.1 -0.200
C 0.0560 -2.6873 1.5430 0.2 0.0 -0.2 -0.217
C 0.5548 -2.8456 0.0946 -0.2 -0.2 0.2 -0.146
N 0.0091 -1.8099 -0.7446 0.4 0.1 0.3 0.079
C -0.9199 -2.0634 -1.6910 -0.1 0.5 -0.1 -0.495
O -1.2336 -3.1858 -2.0329 -0.2 -0.4 -0.2 0.050
C -1.5375 -0.8121 -2.3005 0.0 -0.1 -0.1 -0.079
C -0.5568 0.0419 -3.1017 -0.2 -0.1 -0.2 -0.109
N 0.4327 0.7257 -2.2788 0.1 0.0 -0.4 -0.061
N 0.0491 1.0374 -1.0190 -0.2 0.4 0.8 0.115
C 0.7142 1.8664 -0.3047 0.3 -0.1 -0.7 -0.213
C 0.2249 2.1361 1.0451 -0.3 0.1 0.6 -0.163
C -0.6477 1.2423 1.6727 0.1 0.1 -0.1 -0.023
C -1.1078 1.4889 2.9506 0.0 0.0 0.0 -0.068
C -0.7164 2.6347 3.6250 0.0 0.1 0.0 -0.082
C 0.1349 3.5359 3.0075 0.0 0.1 0.2 -0.081
C 0.6062 3.2902 1.7317 0.0 -0.2 -0.2 -0.035
C 1.9535 2.5319 -0.8419 0.0 -0.2 -0.1 -0.109
C 2.6514 1.5497 -1.7785 0.0 0.1 -0.1 -0.072
C 1.6813 0.9572 -2.7824 0.5 0.1 0.2 -0.433
O 1.9816 0.6549 -3.9168 0.1 0.0 -0.1 0.083
H -2.0579 -3.8367 0.2303 0.0 0.0 0.0 0.075
H -1.8114 -4.4853 1.8756 0.0 0.0 0.0 0.091
H -3.1409 -3.3424 1.5511 0.0 -0.1 0.0 0.091
H 0.3643 -3.5678 2.1269 0.0 0.1 0.0 0.122
H 0.5015 -1.7929 1.9898 0.1 -0.1 0.0 0.117
H 1.6490 -2.8047 0.0896 -0.1 -0.1 0.0 0.121
H 0.2341 -3.7997 -0.3295 0.1 0.1 0.1 0.118
H 0.0988 -0.8555 -0.4201 -0.1 -0.1 -0.1 0.095
H -1.9752 -0.2080 -1.5041 -0.1 -0.1 -0.1 0.111
H -2.3290 -1.1379 -2.9757 0.1 0.0 0.1 0.123
H -1.1224 0.7974 -3.6599 0.1 -0.1 0.0 0.130
H -0.0024 -0.5673 -3.8201 -0.1 0.1 0.1 0.130
H -0.9614 0.3490 1.1565 0.0 -0.1 0.0 0.094
H -1.7725 0.7804 3.4211 -0.1 -0.1 0.0 0.108
H -1.0751 2.8267 4.6251 0.0 0.0 0.1 0.103
H 0.4348 4.4365 3.5228 0.0 0.1 0.0 0.104
H 1.2556 4.0131 1.2616 0.1 0.0 0.0 0.107
H 1.6614 3.4326 -1.3934 0.0 0.0 0.1 0.138
H 2.6280 2.8262 -0.0383 -0.1 0.1 0.0 0.116
H 3.0662 0.7147 -1.2029 0.0 0.0 0.0 0.134
H 3.4703 2.0206 -2.3220 -0.1 -0.1 0.0 0.125



49
Properties=species:S:1:pos:R:3:forces:R:3:lowdin_charge:R:1 method="wB97M-V/def2-TZVPD" spin_multiplicity=5 s_squared=6.043 e_tot_ha=-3412.53610 total_charge=+2 e_above_lowest_ev=0.195
Pd -0.4148 0.1851 0.6562 -0.3 0.3 0.0 0.584
N -1.3149 0.6921 -1.3710 0.1 0.0 0.0 -0.047
C -2.3852 -0.1076 -2.0218 0.0 0.0 0.0 -0.228
C -1.9997 -1.5650 -2.2369 0.0 0.0 0.0 -0.170
C -2.1365 -2.4451 -0.9810 0.0 0.0 0.0 -0.191
C -0.8422 -2.9387 -0.3632 0.0 0.0 0.0 -0.217
N 0.1257 -1.8446 -0.0901 0.1 0.0 0.0 -0.033
H -1.6473 1.6476 -1.2673 0.0 0.0 0.0 0.080
H -0.5259 0.7512 -2.0113 0.0 0.0 0.0 0.084
H -2.6386 0.3539 -2.9780 0.0 0.0 0.0 0.126
H -3.2683 -0.0509 -1.3847 0.0 0.0 0.0 0.108
H -0.9936 -1.6235 -2.6692 0.0 0.0 0.0 0.117
H -2.6589 -1.9532 -3.0131 0.0 0.0 0.0 0.123
H -2.7236 -3.3338 -1.2188 0.0 0.0 0.0 0.126
H -2.6995 -1.8878 -0.2303 0.0 0.0 0.0 0.046
H -0.3653 -3.6753 -1.0140 0.0 0.0 0.0 0.131
H -1.0522 -3.4362 0.5851 0.0 0.0 0.0 0.102
H 0.6190 -1.6263 -0.9522 0.0 0.0 0.0 0.089
H 0.8447 -2.1928 0.5388 0.0 0.0 0.0 0.098
C -4.5691 -2.5120 1.9076 0.0 0.0 0.0 0.006
N -3.2106 -2.5370 2.4447 0.0 0.0 0.0 -0.098
C -2.6492 -3.6126 3.1105 0.0 0.0 0.0 -0.003
C -1.4279 -3.2373 3.5260 0.0 0.0 0.0 -0.014
N -1.2458 -1.9184 3.1166 0.0 0.0 0.0 0.001
C -2.3593 -1.4993 2.4522 0.0 0.0 0.0 -0.682
S -2.6262 0.0304 1.7520 0.0 0.0 0.0 0.707
C -0.1912 -1.0887 3.6040 0.0 0.0 0.0 -0.256
C 0.1645 -1.2191 4.9351 0.0 0.0 0.0 0.031
C 1.2086 -0.4501 5.4205 0.0 0.0 0.0 0.000
C 1.8397 0.4303 4.5594 0.0 0.0 0.0 -0.010
C 1.3978 0.5092 3.2531 0.0 0.0 0.0 -0.131
N 0.4019 -0.2422 2.7613 0.0 -0.1 0.1 0.034
H -4.8205 -3.5062 1.5486 0.0 0.0 0.0 0.108
H -4.6143 -1.7979 1.0901 0.0 0.0 0.0 0.068
H -5.2692 -2.2115 2.6846 0.0 0.0 0.0 0.113
H -3.1676 -4.5495 3.2155 0.0 0.0 0.0 0.145
H -0.6662 -3.7803 4.0562 0.0 0.0 0.0 0.142
H -0.3820 -1.8928 5.5794 0.0 0.0 0.0 0.130
H 1.5095 -0.5302 6.4561 0.0 0.0 0.0 0.132
H 2.6552 1.0582 4.8874 0.0 0.0 0.0 0.128
H 1.8572 1.2070 2.5675 0.0 0.0 0.0 0.048
S -0.1283 6.1625 -3.3644 0.0 0.0 0.0 0.780
C 0.0824 5.1002 -2.1784 0.0 0.0 0.0 -1.417
S -0.8664 5.0913 -0.6965 0.0 0.0 0.0 1.008
C -0.1464 3.7003 -0.0204 0.1 0.0 0.0 -1.165
C 0.8790 3.1006 -0.7604 -0.1 -0.1 0.1 -1.153
S 1.6190 1.7689 0.0317 0.2 0.0 -0.1 0.691
S 1.2897 3.8181 -2.2424 0.0 0.0 -0.1 1.006
S -0.4619 2.9763 1.4852 0.0 -0.1 0.0 0.722



41
Properties=species:S:1:pos:R:3:forces:R:3:lowdin_charge:R:1 method="wB97M-V/def2-TZVPD" smiles="Cc1cc(C)cc(C(=O)OCC(=O)NC2CCCC2)c1" spin_multiplicity=1 e_tot_ha=-902.81131 e_above_lowest_ev=0.149
C 4.7696 -0.7699 -1.6791 0.0 0.0 0.0 -0.047
C 3.8137 -1.0583 -0.5625 0.0 0.0 0.1 -0.257
C 4.2835 -1.2182 0.7364 -0.2 0.0 0.0 0.001
C 3.4269 -1.4817 1.7984 0.1 0.1 -0.1 -0.258
C 3.9745 -1.6741 3.1799 0.0 -0.1 0.0 -0.048
C 2.0661 -1.5841 1.5518 -0.1 0.0 -0.2 0.022
C 1.5774 -1.4291 0.2582 0.4 0.0 0.1 -0.115
C 0.1365 -1.5429 -0.0513 -0.3 -0.1 -0.4 -0.441
O -0.3316 -1.5379 -1.1625 0.0 0.0 0.2 0.135
O -0.6262 -1.6408 1.0610 0.3 0.1 0.2 -0.018
C -2.0205 -1.7859 0.8402 -0.5 -0.2 -0.4 -0.060
C -2.7037 -0.5285 0.2747 0.7 -0.3 0.5 -0.478
O -3.7665 -0.6136 -0.2958 -0.4 0.0 -0.3 0.084
N -2.0358 0.6102 0.5388 0.4 0.2 0.3 0.112
C -2.3367 1.9101 -0.0399 -0.1 0.0 -0.1 -0.273
C -2.0799 1.9382 -1.5620 0.0 0.1 0.0 -0.136
C -3.2353 2.7483 -2.1426 0.0 -0.1 0.0 -0.193
C -4.4096 2.3343 -1.2624 -0.1 0.1 0.0 -0.195
C -3.8107 2.3279 0.1434 -0.1 0.0 0.0 -0.140
C 2.4523 -1.1681 -0.7933 -0.2 0.0 0.1 0.027
H 5.2592 0.1900 -1.5183 0.1 0.1 -0.1 0.084
H 4.2523 -0.7399 -2.6340 0.0 0.0 -0.1 0.076
H 5.5438 -1.5341 -1.7236 0.1 0.0 -0.1 0.082
H 5.3453 -1.1371 0.9247 0.1 0.0 0.0 0.124
H 4.4106 -2.6690 3.2710 0.0 0.0 0.1 0.086
H 3.1908 -1.5770 3.9266 0.0 0.0 0.1 0.076
H 4.7564 -0.9474 3.3904 0.0 0.0 0.1 0.079
H 1.3806 -1.7925 2.3587 0.0 0.0 0.1 0.121
H -2.2136 -2.6032 0.1381 0.0 0.2 0.1 0.140
H -2.4546 -2.0278 1.8128 0.1 0.0 -0.1 0.141
H -1.1410 0.5187 0.9950 -0.1 -0.1 0.0 0.139
H -1.6810 2.6185 0.4741 -0.1 -0.1 -0.1 0.143
H -2.1212 0.9170 -1.9414 0.0 0.0 0.0 0.115
H -1.1032 2.3556 -1.8046 0.1 -0.1 0.0 0.109
H -3.0402 3.8174 -2.0327 0.0 0.1 0.0 0.110
H -3.4007 2.5324 -3.1965 0.0 0.1 -0.1 0.107
H -5.2625 3.0056 -1.3471 -0.1 0.0 0.0 0.105
H -4.7223 1.3235 -1.5211 -0.1 0.0 0.0 0.102
H -4.3338 1.6406 0.8037 0.0 0.1 0.1 0.108
H -3.8532 3.3270 0.5792 0.0 0.0 0.0 0.109
H 2.0442 -1.0546 -1.7863 0.0 0.0 -0.1 0.124



42
Properties=species:S:1:pos:R:3:forces:R:3:lowdin_charge:R:1 method="wB97M-V/def2-TZVPD" smiles="CCCCOC(=O)c1ccc(NC(=O)[C@@H]2CCCO2)cc1" spin_multiplicity=1 e_tot_ha=-978.04347 e_above_lowest_ev=0.724
C -0.0846 -3.0625 -4.0773 0.0 -0.2 -0.1 -0.099
C 0.9542 -4.1311 -4.3965 0.1 0.2 0.1 -0.257
C 2.2721 -3.9427 -3.6435 -0.3 -0.1 0.3 -0.182
C 2.1543 -4.1256 -2.1337 0.3 -0.5 -0.2 -0.165
O 1.6461 -2.9338 -1.5392 0.0 0.4 -0.1 -0.021
C 0.8584 -3.0647 -0.4654 -0.1 -0.3 0.2 -0.459
O 0.5816 -4.1290 0.0377 0.0 0.1 0.0 0.106
C 0.3586 -1.7610 0.0264 -0.1 0.2 0.0 -0.130
C 0.6271 -0.5648 -0.6346 -0.1 -0.3 0.2 0.003
C 0.1374 0.6304 -0.1498 0.0 0.3 0.0 0.009
C -0.6333 0.6461 1.0122 0.2 -0.3 -0.3 -0.205
N -1.1522 1.8186 1.5505 -0.3 -0.2 0.5 0.150
C -1.0355 3.0966 1.1184 -0.2 0.2 0.4 -0.410
O -0.4230 3.4755 0.1448 0.1 0.1 -0.2 0.083
C -1.8038 4.0855 2.0188 0.1 0.3 -0.4 -0.235
C -0.9152 5.2794 2.3772 0.0 -0.1 0.0 -0.114
C -0.2833 4.7991 3.6813 -0.2 -0.1 0.0 -0.144
C -1.4410 4.0307 4.3152 0.2 0.2 0.5 -0.179
O -2.2005 3.4824 3.2429 -0.2 -0.1 -0.2 -0.120
C -0.9051 -0.5524 1.6758 0.0 0.1 -0.1 -0.009
C -0.4151 -1.7422 1.1862 0.1 0.0 -0.2 -0.006
H -0.9597 -3.1889 -4.7111 -0.1 0.1 0.0 0.070
H 0.3245 -2.0695 -4.2498 0.0 0.1 0.0 0.076
H -0.4064 -3.1242 -3.0416 -0.1 0.1 0.1 0.066
H 1.1686 -4.1088 -5.4677 0.0 -0.1 0.0 0.103
H 0.5456 -5.1168 -4.1621 0.0 -0.1 -0.1 0.108
H 2.9961 -4.6720 -4.0119 0.1 0.0 0.0 0.112
H 2.6672 -2.9440 -3.8376 0.1 0.0 -0.1 0.116
H 3.1406 -4.3206 -1.6961 -0.2 0.0 0.0 0.132
H 1.4921 -4.9608 -1.8806 0.2 0.1 0.0 0.126
H 1.2220 -0.5785 -1.5338 0.0 0.0 -0.1 0.119
H 0.3428 1.5563 -0.6606 0.0 0.0 0.0 0.102
H -1.7029 1.7230 2.4002 0.2 0.1 -0.2 0.143
H -2.7040 4.3853 1.4682 0.1 -0.1 0.0 0.163
H -0.1933 5.4763 1.5882 -0.1 0.0 0.0 0.117
H -1.5198 6.1702 2.5470 0.0 0.0 0.0 0.121
H 0.0659 5.6116 4.3131 0.1 0.0 0.0 0.114
H 0.5497 4.1270 3.4703 0.0 0.0 0.0 0.119
H -1.1156 3.2125 4.9626 0.0 0.1 0.0 0.122
H -2.0879 4.7025 4.8936 0.1 -0.1 0.0 0.123
H -1.5045 -0.5390 2.5752 -0.1 0.0 0.1 0.113
H -0.6184 -2.6763 1.6873 0.0 -0.1 0.0 0.121



45
Properties=species:S:1:pos:R:3:forces:R:3:lowdin_charge:R:1 method="wB97M-V/def2-TZVPD" spin_multiplicity=1 e_tot_ha=-1526.03419 e_above_lowest_ev=18.866
C -0.9368 -7.2417 -0.0916 1.3 0.7 -0.4 -0.089
C -0.5094 -5.9761 -0.6303 0.6 3.9 -3.1 -0.366
H 0.5611 -5.9118 -0.9118 -0.5 -0.5 -0.5 0.125
H -1.1870 -5.5310 -1.4275 1.0 -0.7 0.5 0.145
S -0.5354 -4.7107 0.5253 -9.5 5.1 4.0 0.813
O 0.2627 -4.9673 1.6569 2.2 -1.5 1.2 -0.282
O -2.1954 -4.4673 1.0397 6.4 -1.4 -2.8 -0.439
N -0.0685 -3.2032 -0.0622 -3.0 0.4 -1.2 -0.210
C -0.9721 -2.0418 0.1672 -6.8 -3.1 -0.6 -0.212
C -0.8254 -1.4827 1.4983 1.1 4.6 1.6 -0.153
H -1.4325 -0.4880 1.8552 1.1 -2.4 -1.7 0.179
H -0.9073 -2.0652 2.3577 -0.4 -1.8 0.9 0.089
C 0.7045 -1.0694 1.4531 -3.5 2.3 7.1 -0.293
C 0.9324 0.1362 0.8029 4.3 3.5 -8.7 -0.236
O 1.8757 0.1371 -0.2278 -5.5 0.8 6.2 -0.019
O 0.0399 1.2709 1.0201 2.2 -4.6 -0.5 0.057
C 0.0835 2.3182 0.1675 -2.3 3.4 17.9 -0.312
C -0.0887 3.5805 0.9958 0.1 -11.3 6.8 -0.004
C 0.0439 4.6675 0.4812 -0.8 11.9 -5.7 -0.098
C -0.0080 4.8609 -0.9320 5.3 -4.3 -2.8 -0.033
C 0.3499 3.6728 -1.7641 -3.1 4.5 9.0 0.123
C 0.1924 2.5591 -0.9689 3.5 -5.0 -18.2 -0.105
H 0.4243 1.5345 -1.5250 -0.6 1.9 0.4 0.182
H 0.2108 3.7820 -2.7130 0.1 0.0 -5.8 0.058
C 0.3273 6.1004 -1.6595 -5.2 -2.3 -6.6 -0.445
O 0.1454 6.1073 -2.9180 3.1 -0.7 1.5 0.050
O -0.1568 7.1186 -1.1168 -0.1 2.2 7.5 -0.038
C -0.0763 8.4043 -1.4395 -1.6 -0.1 -9.0 -0.072
H -1.1105 8.5424 -2.2969 3.1 -0.1 1.9 0.185
H -0.3498 9.1269 -0.8124 -0.5 2.1 3.6 0.026
H 0.8475 8.5965 -2.0582 -1.0 0.2 0.8 0.120
H -0.0673 5.6874 0.8748 0.3 -0.7 1.2 0.139
H -0.1081 3.4570 2.1505 -0.1 0.1 -2.1 0.163
C 1.5520 -2.2037 1.2495 5.0 -0.9 5.0 -0.187
H 1.4264 -2.9137 2.1122 -0.6 0.5 -0.8 0.141
H 2.6303 -1.8856 1.5547 -1.3 -0.4 -1.5 0.173
C 1.3779 -2.9200 0.0143 -5.7 12.2 -0.4 -0.134
H 1.5291 -3.7773 0.0467 5.9 -13.3 -0.4 -0.008
H 1.4579 -2.1919 -0.7392 1.5 -0.1 -1.9 0.131
H 0.7815 -0.4891 2.7946 0.3 -1.8 -3.5 0.281
H -2.2720 -2.5457 0.1167 4.2 1.3 0.1 0.211
H -1.1135 -1.2037 -0.5201 1.2 -0.6 -0.9 0.121
H -0.2049 -7.3759 0.6271 0.6 -1.3 2.3 0.075
H -1.9282 -7.1570 0.1462 -2.4 -0.5 1.1 0.075
H -0.7027 -7.8407 -0.8935 -0.1 -2.3 -1.6 0.075



45
Properties=species:S:1:pos:R:3:forces:R:3:lowdin_charge:R:1 method="wB97M-V/def2-TZVPD" spin_multiplicity=1 e_tot_ha=-6404.58929 total_charge=-1 e_above_lowest_ev=1.397
Au 0.3272 -2.0858 -0.4588 0.3 -0.4 -0.1 0.637
Cl 6.8467 -1.1557 3.3587 -0.1 0.0 -0.1 0.583
C 5.4902 -1.4001 2.2688 0.1 0.0 0.0 -0.684
C 5.7270 -1.6822 0.9167 0.0 0.0 0.0 -0.118
C 4.6757 -1.8784 0.0654 0.0 0.0 0.0 -0.007
C 3.3091 -1.7985 0.4849 0.0 0.0 -0.1 -0.369
O 2.4241 -2.0098 -0.4168 -0.1 0.1 0.1 -0.301
C 3.1030 -1.4924 1.8661 -0.1 0.0 0.1 -0.126
C 1.8075 -1.3102 2.5164 0.2 -0.1 -0.1 -0.241
O 0.7066 -1.2765 2.0122 -0.1 0.1 0.0 -0.051
C 4.2068 -1.3173 2.7215 -0.1 0.0 0.1 -0.098
H 6.7465 -1.7480 0.5568 0.0 0.0 0.0 0.097
H 4.8405 -2.1058 -0.9797 0.0 0.0 0.0 0.114
H 1.8885 -1.1785 3.6175 0.1 0.0 0.0 0.113
H 4.0184 -1.1034 3.7678 0.0 0.0 0.0 0.101
C -4.9244 -2.9793 -1.0616 0.0 0.0 0.0 -0.067
C -4.2693 -1.6152 -0.8126 0.1 0.0 0.0 -0.649
C -4.7868 -1.0367 0.5111 0.0 0.0 0.0 -0.070
C -4.6257 -0.6599 -1.9583 0.0 0.0 0.0 -0.071
C -2.8070 -1.7807 -0.7389 0.2 0.0 0.0 -0.161
C -1.6042 -1.9153 -0.6734 -0.2 -0.4 0.0 -0.242
H -6.0140 -2.8785 -1.0896 0.0 0.0 0.0 0.074
H -4.6546 -3.6804 -0.2708 0.0 0.0 0.0 0.085
H -4.5846 -3.3982 -2.0100 0.0 0.0 0.0 0.084
H -5.8784 -0.9542 0.4943 0.0 0.0 0.0 0.074
H -4.3604 -0.0471 0.6852 0.0 0.0 0.0 0.078
H -4.4934 -1.6778 1.3434 0.0 0.0 0.0 0.083
H -5.7117 -0.5459 -2.0391 0.0 0.0 0.0 0.075
H -4.2409 -1.0425 -2.9050 0.0 0.0 0.0 0.082
H -4.1805 0.3220 -1.7867 0.0 0.0 0.0 0.076
C 2.0945 4.2038 -1.6777 0.1 0.0 0.0 -0.277
As 0.8508 3.0836 -0.7206 -0.1 0.0 0.1 0.547
C 0.9558 3.7492 1.0860 0.0 0.0 0.1 -0.271
C -0.8716 3.7156 -1.3103 -0.1 0.0 0.0 -0.271
S 1.1772 1.0639 -0.9334 0.1 -0.1 -0.1 0.094
H 1.8774 5.2586 -1.5096 0.0 0.0 0.0 0.029
H 2.0206 3.9641 -2.7359 0.0 0.0 0.0 0.031
H 3.0956 3.9614 -1.3280 0.0 0.0 0.0 0.032
H 0.8497 4.8342 1.0984 0.0 0.0 0.0 0.029
H 1.9170 3.4556 1.5016 0.0 0.0 0.0 0.033
H 0.1619 3.2836 1.6654 0.0 0.0 0.0 0.035
H -0.9262 4.8010 -1.2257 0.0 0.0 0.0 0.029
H -1.6319 3.2480 -0.6891 0.0 0.0 0.0 0.033
H -1.0171 3.4052 -2.3419 0.0 0.0 0.0 0.032
Se 0.4647 -4.5955 -0.8648 -0.3 0.6 0.0 -0.207